(a)
Entry from OMol25: a 9-piece molecular cluster, C49H111N13O9 overall (ωB97M-V/def2-TZVPD).

Each atom is followed by the atoms it is bonded to, with distances in Å.
CARTESIAN COORDINATES (ANGSTROEM)
1 C 1.98670 2.89583 5.03557  C2 1.568, H12 1.086, H13 1.097, H14 1.100
2 C 2.15294 4.14903 4.10745  C1 1.568, C3 1.508, C4 1.590, N10 1.538
3 C 0.81962 4.84681 4.01654  C2 1.508, H15 1.099, H16 1.100, H17 1.062
4 C 3.19888 5.20356 4.67567  C2 1.590, C5 1.568, H18 1.070, H19 1.033
5 C 4.67184 4.73970 4.40236  C4 1.568, C6 1.544, H20 1.104, H21 1.060
6 C 4.82475 4.47327 2.88967  C5 1.544, C7 1.541, H22 1.087, H23 1.119
7 C 3.88194 3.42150 2.27466  C6 1.541, C8 1.466, C9 1.503, N10 1.482
8 C 4.00702 3.52817 0.81774  C7 1.466, H24 1.066, H25 1.052, H26 1.091
9 C 4.31738 2.04411 2.69055  C7 1.503, H27 1.082, H28 1.117, H29 1.117
10 N 2.50743 3.83292 2.64511  C2 1.538, C7 1.482, O11 1.450
11 O 1.56803 2.83261 2.17616  N10 1.450, H30 0.981
12 H 1.47189 3.18495 5.94709  C1 1.086
13 H 1.32589 2.10364 4.66232  C1 1.097
14 H 2.94724 2.46609 5.35583  C1 1.100
15 H 0.62919 5.53069 4.85558  C3 1.099
16 H 0.58216 5.43063 3.11490  C3 1.100
17 H 0.00160 4.17354 4.09299  C3 1.062
18 H 3.09750 6.12881 4.14753  C4 1.070
19 H 2.89644 5.31614 5.65696  C4 1.033
20 H 5.37678 5.49161 4.79754  C5 1.104
21 H 4.80250 3.84472 4.95599  C5 1.060
22 H 5.86504 4.24595 2.67218  C6 1.087
23 H 4.68890 5.45874 2.37785  C6 1.119
24 H 3.59636 4.47608 0.55526  C8 1.066
25 H 3.56514 2.79381 0.20735  C8 1.052
26 H 5.06288 3.60174 0.55244  C8 1.091
27 H 4.02454 1.80549 3.70478  C9 1.082
28 H 5.40325 1.88657 2.48294  C9 1.117
29 H 3.84050 1.28359 2.02574  C9 1.117
30 H 1.79529 2.07728 2.75952  O11 0.981
31 C 6.16988 -1.00032 -0.71896  C32 1.573, H42 1.108, H43 1.096, H44 1.109
32 C 5.60764 -0.80052 -2.17446  C31 1.573, C33 1.514, C34 1.504, N40 1.473
33 C 5.74511 0.65566 -2.56476  C32 1.514, H45 1.091, H46 1.122, H47 1.064
34 C 6.43356 -1.58050 -3.15988  C32 1.504, C35 1.532, H48 1.139, H49 1.119
35 C 6.20323 -3.09408 -3.09747  C34 1.532, C36 1.446, H50 1.122, H51 1.078
36 C 4.79236 -3.29499 -3.34091  C35 1.446, C37 1.551, H52 1.129, H53 1.071
37 C 3.88864 -2.67880 -2.24194  C36 1.551, C38 1.546, C39 1.510, N40 1.472
38 C 2.41432 -2.82984 -2.68369  C37 1.546, H54 1.142, H55 1.086, H56 1.145
39 C 4.12421 -3.35535 -0.91234  C37 1.510, H57 1.127, H58 1.078, H59 1.073
40 N 4.20887 -1.24358 -2.30490  C32 1.473, C37 1.472, O41 1.460
41 O 3.28714 -0.61592 -1.36299  N40 1.460, H60 0.961
42 H 6.21432 -2.06066 -0.40016  C31 1.108
43 H 7.20935 -0.65677 -0.77248  C31 1.096
44 H 5.57551 -0.46788 0.05048  C31 1.109
45 H 6.77712 0.95504 -2.75446  C33 1.091
46 H 5.17689 0.88090 -3.50581  C33 1.122
47 H 5.29976 1.31402 -1.85729  C33 1.064
48 H 6.19634 -1.17927 -4.19931  C34 1.139
49 H 7.50824 -1.42691 -2.88740  C34 1.119
50 H 6.83706 -3.64992 -3.83759  C35 1.122
51 H 6.48855 -3.46778 -2.12758  C35 1.078
52 H 4.52596 -4.39191 -3.31635  C36 1.129
53 H 4.47457 -2.85863 -4.26644  C36 1.071
54 H 2.09199 -2.04692 -3.44951  C38 1.142
55 H 1.76272 -2.79035 -1.81582  C38 1.086
56 H 2.15652 -3.82674 -3.18379  C38 1.145
57 H 3.49110 -4.28826 -0.91289  C39 1.127
58 H 3.83410 -2.86993 0.00573  C39 1.078
59 H 5.15449 -3.60961 -0.75537  C39 1.073
60 H 2.94356 0.17739 -1.78306  O41 0.961
61 C 2.91866 -0.77715 5.08494  C62 1.512, H72 1.084, H73 1.057, H74 1.077
62 C 1.93867 -1.90317 4.84374  C61 1.512, C63 1.544, C64 1.556, N70 1.496
63 C 2.47069 -2.65821 3.60589  C62 1.544, H75 1.135, H76 1.076, H77 1.089
64 C 1.93295 -2.99444 5.95223  C62 1.556, C65 1.549, H78 1.135, H79 1.071
65 C 1.34792 -2.42190 7.26766  C64 1.549, C66 1.487, H80 1.092, H81 1.061
66 C -0.08194 -2.08350 7.03752  C65 1.487, C67 1.553, H82 1.054, H83 1.110
67 C -0.35896 -1.12533 5.84702  C66 1.553, C68 1.556, C69 1.575, N70 1.536
68 C -1.86513 -1.17436 5.45798  C67 1.556, H84 1.100, H85 1.122, H86 1.099
69 C 0.02212 0.28036 6.44524  C67 1.575, H87 1.072, H88 1.077, H89 1.064
70 N 0.51309 -1.49996 4.63921  C62 1.496, C67 1.536, O71 1.406
71 O 0.35947 -0.50615 3.65653  N70 1.406, H90 1.000
72 H 2.70478 -0.02087 4.33808  C61 1.084
73 H 2.76680 -0.23358 5.97826  C61 1.057
74 H 3.94094 -1.11711 5.10385  C61 1.077
75 H 3.58840 -2.85108 3.65292  C63 1.135
76 H 2.03148 -3.63895 3.54651  C63 1.076
77 H 2.25547 -2.11427 2.68757  C63 1.089
78 H 1.29770 -3.85485 5.57162  C64 1.135
79 H 2.94988 -3.30279 6.08391  C64 1.071
80 H 1.44946 -3.11793 8.10239  C65 1.092
81 H 1.86619 -1.56729 7.62271  C65 1.061
82 H -0.68030 -1.82121 7.86433  C66 1.054
83 H -0.54204 -3.07249 6.83141  C66 1.110
84 H -1.96726 -0.44129 4.64470  C68 1.100
85 H -2.43207 -0.93981 6.39746  C68 1.122
86 H -2.23606 -2.15194 5.11970  C68 1.099
87 H -0.43003 0.97532 5.76492  C69 1.072
88 H 1.09582 0.23404 6.51105  C69 1.077
89 H -0.38203 0.38936 7.42351  C69 1.064
90 H -0.22650 -0.99546 3.01035  O71 1.000
91 C -3.10263 -3.88341 -1.89084  C92 1.591, H102 1.085, H103 1.088, H104 1.103
92 C -2.35595 -3.62984 -3.27252  C91 1.591, C93 1.546, C94 1.501, N100 1.610
93 C -0.85020 -3.42801 -2.98622  C92 1.546, H105 1.070, H106 1.105, H107 1.097
94 C -2.44382 -4.78948 -4.22124  C92 1.501, C95 1.552, H108 1.074, H109 1.080
95 C -3.85608 -4.91195 -4.85326  C94 1.552, C96 1.524, H110 1.086, H111 1.069
96 C -4.21818 -3.63824 -5.60776  C95 1.524, C97 1.598, H112 1.117, H113 1.082
97 C -4.23457 -2.36425 -4.64302  C96 1.598, C98 1.545, C99 1.516, N100 1.503
98 C -4.44334 -1.13393 -5.55469  C97 1.545, H114 1.100, H115 1.105, H116 1.145
99 C -5.33200 -2.44444 -3.60038  C97 1.516, H117 1.106, H118 1.061, H119 1.121
100 N -2.85145 -2.31382 -4.05690  C92 1.610, C97 1.503, O101 1.430
101 O -2.87018 -1.26853 -3.08109  N100 1.430, H120 1.034
102 H -3.58750 -3.01818 -1.45201  C91 1.085
103 H -3.88313 -4.63709 -1.80702  C91 1.088
104 H -2.27946 -4.20623 -1.23157  C91 1.103
105 H -0.64941 -2.81690 -2.13133  C93 1.070
106 H -0.36914 -4.39040 -2.73499  C93 1.105
107 H -0.37902 -3.03327 -3.89534  C93 1.097
108 H -1.77861 -4.68306 -5.05829  C94 1.074
109 H -2.19133 -5.73689 -3.76801  C94 1.080
110 H -3.83199 -5.74187 -5.55380  C95 1.086
111 H -4.61920 -5.15726 -4.14611  C95 1.069
112 H -5.21610 -3.63506 -6.11032  C96 1.117
113 H -3.54040 -3.45278 -6.43079  C96 1.082
114 H -5.38514 -1.23584 -6.11424  C98 1.100
115 H -3.76421 -1.07720 -6.42513  C98 1.105
116 H -4.48694 -0.16032 -4.95302  C98 1.145
117 H -5.31862 -1.52383 -2.98842  C99 1.106
118 H -5.08983 -3.30234 -3.02510  C99 1.061
119 H -6.34068 -2.41690 -4.08824  C99 1.121
120 H -1.95356 -0.79017 -3.05962  O101 1.034
121 C -3.67182 2.06823 -3.26380  C122 1.535, H132 1.098, H133 1.113, H134 1.065
122 C -4.42091 3.24153 -2.61694  C121 1.535, C123 1.544, C124 1.580, N130 1.467
123 C -4.19127 4.41356 -3.59512  C122 1.544, H135 1.107, H136 1.067, H137 1.080
124 C -5.96761 2.99272 -2.41357  C122 1.580, C125 1.528, H138 1.104, H139 1.131
125 C -6.23900 2.07454 -1.22283  C124 1.528, C126 1.507, H140 1.093, H141 1.140
126 C -5.68127 2.72432 0.01744  C125 1.507, C127 1.470, H142 1.127, H143 1.106
127 C -4.22065 2.83131 -0.11184  C126 1.470, C128 1.576, C129 1.570, N130 1.490
128 C -3.64093 3.62223 1.12133  C127 1.576, H144 1.114, H145 1.148, H146 1.062
129 C -3.49125 1.44206 -0.07231  C127 1.570, H147 1.108, H148 1.071, H149 1.109
130 N -3.93056 3.67538 -1.30437  C122 1.467, C127 1.490, O131 1.466
131 O -2.48190 3.86895 -1.42288  N130 1.466, H150 0.933
132 H -3.93564 1.06826 -2.89415  C121 1.098
133 H -3.72883 2.09710 -4.37491  C121 1.113
134 H -2.60968 2.09941 -3.18727  C121 1.065
135 H -4.55308 5.34795 -3.12380  C123 1.107
136 H -3.15469 4.48760 -3.83687  C123 1.067
137 H -4.82232 4.35205 -4.46939  C123 1.080
138 H -6.48304 3.94207 -2.18451  C124 1.104
139 H -6.22781 2.52227 -3.40819  C124 1.131
140 H -7.30820 1.95309 -1.03149  C125 1.093
141 H -5.91209 0.99718 -1.39893  C125 1.140
142 H -5.80693 2.20939 1.01212  C126 1.127
143 H -6.22878 3.68344 0.08137  C126 1.106
144 H -3.84732 4.71630 1.07647  C128 1.114
145 H -2.49633 3.53638 1.08422  C128 1.148
146 H -3.98061 3.25738 2.05890  C128 1.062
147 H -2.40928 1.55997 -0.28228  C129 1.108
148 H -4.01294 0.73848 -0.68890  C129 1.071
149 H -3.46728 1.13089 0.99228  C129 1.109
150 H -2.47186 4.78345 -1.23856  O131 0.933
151 N 1.14753 0.54080 -4.43767  C152 1.333, H155 1.050, H156 1.011
152 C -0.03162 -0.05728 -4.26916  N151 1.333, N153 1.373, O154 1.257
153 N -0.61443 -0.69247 -5.33835  C152 1.373, H157 1.031, H158 1.017
154 O -0.67525 0.01027 -3.19114  C152 1.257
155 H 1.51352 0.71604 -5.40585  N151 1.050
156 H 1.58933 0.99046 -3.64769  N151 1.011
157 H -1.51800 -1.17594 -5.22156  N153 1.031
158 H 0.03215 -0.90837 -6.09298  N153 1.017
159 N 0.00194 3.04198 -2.72025  C160 1.397, H163 1.022, H164 0.997
160 C 0.87538 2.72311 -1.67825  N159 1.397, N161 1.343, O162 1.269
161 N 0.47538 2.96964 -0.42040  C160 1.343, H165 1.027, H166 0.985
162 O 1.97222 2.15793 -1.97429  C160 1.269
163 H 0.19331 2.48805 -3.55789  N159 1.022
164 H -0.92038 3.36061 -2.51790  N159 0.997
165 H 1.06068 3.08173 0.41567  N161 1.027
166 H -0.34059 3.51343 -0.32803  N161 0.985
167 N -3.46303 -3.10964 1.27289  C168 1.389, H171 1.014, H172 0.970
168 C -4.79366 -3.15189 0.87732  N167 1.389, N169 1.423, O170 1.245
169 N -5.49102 -1.91248 0.91473  C168 1.423, H173 1.016, H174 1.024
170 O -5.45860 -4.18602 0.68162  C168 1.245
171 H -2.90773 -2.29215 1.50090  N167 1.014
172 H -3.09024 -3.99842 1.38014  N167 0.970
173 H -5.03256 -1.02391 0.73414  N169 1.016
174 H -6.44767 -1.89712 0.55113  N169 1.024
175 N 0.61373 -0.20571 0.67162  C176 1.377, H179 1.000, H180 1.016
176 C -0.61931 -0.81673 0.62765  N175 1.377, N177 1.364, O178 1.234
177 N -1.13241 -0.84216 -0.63619  C176 1.364, H181 1.032, H182 0.972
178 O -1.24095 -1.31944 1.56779  C176 1.234
179 H 0.86262 -0.01628 1.62167  N175 1.000
180 H 0.82707 0.48680 -0.04121  N175 1.016
181 H -0.61562 -0.38833 -1.40536  N177 1.032
182 H -1.90618 -1.36164 -0.91108  N177 0.972

Summary:
* E_HOMO: -8.1444 eV
* Kohn-Sham gap: 8.510 eV
* SMILES: CC1(C)CCCC(C)(C)N1O.CC1(C)CCCC(C)(C)N1O.CC1(C)CCCC(C)(C)N1O.CC1(C)CCCC(C)(C)N1O.CC1(C)CCCC(C)(C)N1O.NC(N)=O.NC(N)=O.NC(N)=O.NC(N)=O
* LUMO energy: 0.0134 Eh

Atomic partial charges in e from the Löwdin method, atoms 1 to 8: number 1, C, carries -0.028; number 2, C, carries -0.439; number 3, C, carries -0.060; number 4, C, carries -0.100; number 5, C, carries -0.150; number 6, C, carries -0.134; number 7, C, carries -0.564; number 8, C, carries -0.049

(b)
Entry from OMol25: a 9-piece molecular cluster, C49H111N13O9 overall (ωB97M-V/def2-TZVPD).

Each atom is followed by the atoms it is bonded to, with distances in Å.
CARTESIAN COORDINATES (ANGSTROEM)
1 C 15.11374 -29.69382 -14.10353  C2 1.519, H12 1.090, H13 1.090, H14 1.090
2 C 14.54364 -30.17783 -15.42521  C1 1.519, C3 1.526, C4 1.543, N10 1.458
3 C 13.87339 -31.54255 -15.29675  C2 1.526, H15 1.090, H16 1.090, H17 1.090
4 C 13.41570 -29.23646 -15.89682  C2 1.543, C5 1.579, H18 1.090, H19 1.090
5 C 13.81868 -27.94651 -16.71376  C4 1.579, C6 1.572, H20 1.090, H21 1.090
6 C 14.93902 -28.33814 -17.74392  C5 1.572, C7 1.496, H22 1.090, H23 1.090
7 C 16.09361 -29.12793 -17.21371  C6 1.496, C8 1.533, C9 1.528, N10 1.417
8 C 16.74966 -29.62451 -18.50698  C7 1.533, H24 1.090, H25 1.090, H26 1.090
9 C 17.13857 -28.25309 -16.52341  C7 1.528, H27 1.090, H28 1.090, H29 1.090
10 N 15.60719 -30.19731 -16.42205  C2 1.458, C7 1.417, O11 1.393
11 O 16.43765 -31.29696 -16.21606  N10 1.393, H30 0.960
12 H 15.98975 -30.31625 -13.92108  C1 1.090
13 H 15.49351 -28.67614 -14.01304  C1 1.090
14 H 14.34930 -29.82324 -13.33737  C1 1.090
15 H 14.54334 -32.27368 -14.84430  C3 1.090
16 H 13.09261 -31.60305 -14.53857  C3 1.090
17 H 13.71507 -32.02054 -16.26347  C3 1.090
18 H 12.88863 -29.75719 -16.69629  C4 1.090
19 H 12.71914 -28.88293 -15.13662  C4 1.090
20 H 12.97958 -27.50040 -17.24761  C5 1.090
21 H 14.13754 -27.22816 -15.95851  C5 1.090
22 H 15.28782 -27.35772 -18.06832  C6 1.090
23 H 14.45854 -28.86737 -18.56681  C6 1.090
24 H 16.49869 -30.65453 -18.76028  C8 1.090
25 H 17.83919 -29.62517 -18.53908  C8 1.090
26 H 16.49198 -29.07632 -19.41318  C8 1.090
27 H 17.71050 -27.72864 -17.28889  C9 1.090
28 H 17.98922 -28.74673 -16.05351  C9 1.090
29 H 16.59509 -27.62906 -15.81396  C9 1.090
30 H 17.01599 -31.00049 -15.50950  O11 0.960
31 C 17.85394 -14.76240 -0.25040  C32 1.511, H42 1.090, H43 1.090, H44 1.090
32 C 16.34939 -14.61927 -0.26529  C31 1.511, C33 1.499, C34 1.582, N40 1.515
33 C 15.88464 -14.39280 1.14222  C32 1.499, H45 1.090, H46 1.090, H47 1.090
34 C 16.14117 -13.31157 -1.13097  C32 1.582, C35 1.488, H48 1.090, H49 1.090
35 C 14.73635 -13.13438 -1.58904  C34 1.488, C36 1.528, H50 1.090, H51 1.090
36 C 14.19373 -14.40293 -2.24665  C35 1.528, C37 1.576, H52 1.090, H53 1.090
37 C 14.37576 -15.72774 -1.41240  C36 1.576, C38 1.530, C39 1.619, N40 1.395
38 C 13.26585 -15.70238 -0.35999  C37 1.530, H54 1.090, H55 1.090, H56 1.090
39 C 14.03085 -16.91810 -2.45458  C37 1.619, H57 1.090, H58 1.090, H59 1.090
40 N 15.67032 -15.81479 -0.90133  C32 1.515, C37 1.395, O41 1.366
41 O 15.84896 -16.99658 -0.23994  N40 1.366, H60 0.960
42 H 18.34032 -13.96094 0.30565  C31 1.090
43 H 18.16364 -15.62690 0.33681  C31 1.090
44 H 18.29259 -14.92015 -1.23569  C31 1.090
45 H 16.61960 -13.77576 1.65914  C33 1.090
46 H 14.97447 -13.79402 1.10853  C33 1.090
47 H 15.86897 -15.25875 1.80401  C33 1.090
48 H 16.34196 -12.38408 -0.59473  C34 1.090
49 H 16.78076 -13.27906 -2.01299  C34 1.090
50 H 14.08665 -12.79456 -0.78250  C35 1.090
51 H 14.77978 -12.33953 -2.33364  C35 1.090
52 H 14.50684 -14.44696 -3.28978  C36 1.090
53 H 13.16579 -14.23442 -2.56767  C36 1.090
54 H 13.29395 -14.80737 0.26152  C38 1.090
55 H 13.50582 -16.57102 0.25320  C38 1.090
56 H 12.32094 -15.74792 -0.90143  C38 1.090
57 H 14.06014 -17.80522 -1.82192  C39 1.090
58 H 14.78212 -17.06821 -3.22994  C39 1.090
59 H 13.11550 -16.78233 -3.03060  C39 1.090
60 H 15.83995 -17.65007 -0.94313  O41 0.960
61 C 24.38539 -14.76898 -11.12637  C62 1.646, H72 1.090, H73 1.090, H74 1.090
62 C 24.67865 -15.28293 -9.59047  C61 1.646, C63 1.602, C64 1.548, N70 1.476
63 C 25.95182 -16.25396 -9.54010  C62 1.602, H75 1.090, H76 1.090, H77 1.090
64 C 24.92208 -14.03794 -8.70279  C62 1.548, C65 1.522, H78 1.090, H79 1.090
65 C 23.60114 -13.34936 -8.39042  C64 1.522, C66 1.584, H80 1.090, H81 1.090
66 C 22.44351 -14.31958 -7.91482  C65 1.584, C67 1.480, H82 1.090, H83 1.090
67 C 22.25613 -15.53863 -8.73356  C66 1.480, C68 1.601, C69 1.507, N70 1.455
68 C 21.39371 -16.54691 -7.83748  C67 1.601, H84 1.090, H85 1.090, H86 1.090
69 C 21.39611 -15.25327 -9.93732  C67 1.507, H87 1.090, H88 1.090, H89 1.090
70 N 23.56928 -16.08537 -9.03870  C62 1.476, C67 1.455, O71 1.405
71 O 23.41234 -17.35963 -9.61016  N70 1.405, H90 0.960
72 H 25.32410 -14.86854 -11.67137  C61 1.090
73 H 23.74701 -15.43488 -11.70700  C61 1.090
74 H 24.11686 -13.71277 -11.14619  C61 1.090
75 H 26.15023 -16.72870 -8.57918  C63 1.090
76 H 25.80749 -16.95488 -10.36228  C63 1.090
77 H 26.89580 -15.88733 -9.94331  C63 1.090
78 H 25.26635 -14.52481 -7.79036  C64 1.090
79 H 25.47297 -13.13403 -8.96274  C64 1.090
80 H 23.84153 -12.65951 -7.58146  C65 1.090
81 H 23.24700 -12.70066 -9.19159  C65 1.090
82 H 21.53990 -13.72411 -7.78446  C66 1.090
83 H 22.51551 -14.67826 -6.88804  C66 1.090
84 H 21.94792 -16.72552 -6.91605  C68 1.090
85 H 21.29865 -17.55743 -8.23485  C68 1.090
86 H 20.45498 -16.02503 -7.65163  C68 1.090
87 H 21.84275 -14.80180 -10.82320  C69 1.090
88 H 20.74813 -14.43763 -9.61647  C69 1.090
89 H 20.85470 -16.11624 -10.32493  C69 1.090
90 H 23.01417 -17.12754 -10.45229  O71 0.960
91 C 6.74710 -34.84257 -7.25862  C92 1.575, H102 1.090, H103 1.090, H104 1.090
92 C 6.78336 -33.38804 -6.65445  C91 1.575, C93 1.615, C94 1.464, N100 1.526
93 C 5.61936 -32.41024 -7.19974  C92 1.615, H105 1.090, H106 1.090, H107 1.090
94 C 6.52594 -33.46206 -5.21540  C92 1.464, C95 1.579, H108 1.090, H109 1.090
95 C 7.70907 -34.14784 -4.42548  C94 1.579, C96 1.515, H110 1.090, H111 1.090
96 C 8.93421 -33.27325 -4.59503  C95 1.515, C97 1.592, H112 1.090, H113 1.090
97 C 9.32182 -32.97288 -6.10959  C96 1.592, C98 1.521, C99 1.515, N100 1.464
98 C 10.23819 -31.76143 -6.19575  C97 1.521, H114 1.090, H115 1.090, H116 1.090
99 C 10.02064 -34.20231 -6.65330  C97 1.515, H117 1.090, H118 1.090, H119 1.090
100 N 8.11884 -32.68899 -6.89367  C92 1.526, C97 1.464, O101 1.428
101 O 8.40428 -32.65600 -8.29244  N100 1.428, H120 0.960
102 H 7.04987 -34.90144 -8.30406  C91 1.090
103 H 7.35933 -35.62412 -6.80866  C91 1.090
104 H 5.69187 -35.11381 -7.22690  C91 1.090
105 H 4.59752 -32.76252 -7.34060  C93 1.090
106 H 5.60333 -31.50436 -6.59377  C93 1.090
107 H 5.92287 -31.95747 -8.14366  C93 1.090
108 H 6.51534 -32.44529 -4.82274  C94 1.090
109 H 5.57279 -33.98850 -5.16576  C94 1.090
110 H 7.45736 -34.18499 -3.36559  C95 1.090
111 H 7.92650 -35.18568 -4.67786  C95 1.090
112 H 9.71590 -33.81579 -4.06334  C96 1.090
113 H 8.73432 -32.42772 -3.93682  C96 1.090
114 H 9.64539 -30.87679 -5.96315  C98 1.090
115 H 10.74844 -31.79015 -7.15851  C98 1.090
116 H 11.12317 -31.73450 -5.55997  C98 1.090
117 H 9.35341 -35.06220 -6.71238  C99 1.090
118 H 10.90302 -34.28074 -6.01819  C99 1.090
119 H 10.36613 -34.15257 -7.68589  C99 1.090
120 H 8.26446 -31.75069 -8.57961  O101 0.960
121 C 2.98706 -22.14487 -10.67700  C122 1.513, H132 1.090, H133 1.090, H134 1.090
122 C 3.91190 -23.01387 -9.85315  C121 1.513, C123 1.543, C124 1.480, N130 1.488
123 C 3.11751 -23.96067 -8.92960  C122 1.543, H135 1.090, H136 1.090, H137 1.090
124 C 4.63083 -23.84527 -10.84450  C122 1.480, C125 1.454, H138 1.090, H139 1.090
125 C 5.87219 -24.45081 -10.38860  C124 1.454, C126 1.483, H140 1.090, H141 1.090
126 C 6.74636 -23.36959 -9.87159  C125 1.483, C127 1.532, H142 1.090, H143 1.090
127 C 6.14619 -22.55026 -8.72516  C126 1.532, C128 1.519, C129 1.538, N130 1.493
128 C 6.10955 -23.34559 -7.43132  C127 1.519, H144 1.090, H145 1.090, H146 1.090
129 C 7.10768 -21.37842 -8.46667  C127 1.538, H147 1.090, H148 1.090, H149 1.090
130 N 4.83907 -22.03314 -9.22702  C122 1.488, C127 1.493, O131 1.391
131 O 4.17839 -21.20169 -8.32832  N130 1.391, H150 0.960
132 H 2.00406 -21.99736 -10.22972  C121 1.090
133 H 3.37901 -21.16004 -10.93109  C121 1.090
134 H 2.70020 -22.62034 -11.61494  C121 1.090
135 H 3.76048 -24.78765 -8.62829  C123 1.090
136 H 2.65398 -23.42515 -8.10107  C123 1.090
137 H 2.37388 -24.27519 -9.66185  C123 1.090
138 H 4.10500 -24.68279 -11.30291  C124 1.090
139 H 4.99976 -23.20880 -11.64880  C124 1.090
140 H 5.67689 -25.27769 -9.70577  C125 1.090
141 H 6.25266 -25.06824 -11.20231  C125 1.090
142 H 7.03001 -22.68892 -10.67429  C126 1.090
143 H 7.61078 -23.98411 -9.62009  C126 1.090
144 H 7.10588 -23.44151 -6.99983  C128 1.090
145 H 5.71046 -24.34024 -7.63007  C128 1.090
146 H 5.57268 -23.06995 -6.52363  C128 1.090
147 H 6.72231 -20.66450 -7.73872  C129 1.090
148 H 7.39103 -20.67473 -9.24937  C129 1.090
149 H 8.08603 -21.71706 -8.12570  C129 1.090
150 H 4.29662 -20.33167 -8.71650  O131 0.960
151 N 16.67260 -23.07674 -6.00893  C152 1.316, H155 1.010, H156 1.010
152 C 15.88620 -23.88639 -6.68505  N151 1.316, N153 1.375, O154 1.206
153 N 16.03097 -25.20155 -6.31272  C152 1.375, H157 1.010, H158 1.010
154 O 15.02351 -23.51802 -7.44380  C152 1.206
155 H 17.31061 -23.55742 -5.39088  N151 1.010
156 H 16.86944 -22.12217 -6.27380  N151 1.010
157 H 16.87328 -25.17302 -5.75611  N153 1.010
158 H 15.63217 -25.98837 -6.80465  N153 1.010
159 N 15.84673 -20.97459 -12.47750  C160 1.290, H163 1.010, H164 1.010
160 C 14.94394 -20.56994 -13.30574  N159 1.290, N161 1.292, O162 1.184
161 N 13.77903 -21.05904 -13.03504  C160 1.292, H165 1.010, H166 1.010
162 O 15.19296 -19.68195 -14.04836  C160 1.184
163 H 16.77492 -20.57666 -12.49194  N159 1.010
164 H 15.56043 -21.63060 -11.76491  N159 1.010
165 H 13.07636 -20.64571 -13.63128  N161 1.010
166 H 13.66294 -21.78514 -12.34263  N161 1.010
167 N 24.46116 -22.74116 -6.28558  C168 1.305, H171 1.010, H172 1.010
168 C 25.55638 -23.36058 -6.63294  N167 1.305, N169 1.240, O170 1.219
169 N 26.29971 -22.45591 -7.04223  C168 1.240, H173 1.010, H174 1.010
170 O 25.80391 -24.54157 -6.46176  C168 1.219
171 H 24.15805 -21.84186 -6.63124  N167 1.010
172 H 23.71830 -23.27531 -5.85785  N167 1.010
173 H 25.96432 -21.50323 -7.03762  N169 1.010
174 H 27.22027 -22.80493 -7.26771  N169 1.010
175 N 20.02976 -28.36190 -1.35391  C176 1.336, H179 1.010, H180 1.010
176 C 19.70583 -27.09987 -1.65089  N175 1.336, N177 1.364, O178 1.203
177 N 19.14613 -26.53115 -0.54417  C176 1.364, H181 1.010, H182 1.010
178 O 19.73490 -26.42339 -2.64552  C176 1.203
179 H 20.42245 -28.95189 -2.07351  N175 1.010
180 H 19.89439 -28.68238 -0.40571  N175 1.010
181 H 19.45110 -26.86516 0.35889  N177 1.010
182 H 18.84713 -25.57221 -0.64959  N177 1.010

Summary:
* E_HOMO: -7.9634 eV
* Kohn-Sham gap: 8.216 eV
* SMILES: CC1(C)CCCC(C)(C)N1O.CC1(C)CCCC(C)(C)N1O.CC1(C)CCCC(C)(C)N1O.CC1(C)CCCC(C)(C)N1O.CC1(C)CCCC(C)(C)N1O.NC(N)=O.NC(N)=O.NC(N)=O.NC(N)=O
* LUMO energy: 0.0093 Eh

Atomic partial charges in e from the Löwdin method, atoms 1 to 8: number 1, C, carries -0.025; number 2, C, carries -0.520; number 3, C, carries -0.040; number 4, C, carries -0.126; number 5, C, carries -0.148; number 6, C, carries -0.144; number 7, C, carries -0.549; number 8, C, carries -0.044

Most stable pick: (a). Distance to second place: 204.4 kcal/mol.